# 1
{
  "formula": "C23H20Cl4FeO3",
  "method": "wB97M-V/def2-TZVPD",
  "symbols": ["C", "C", "C", "H", "H", "O", "H", "H", "C", "Fe", "H", "C", "H", "C", "Cl", "C", "C", "Cl", "C", "C", "C", "C", "C", "H", "H", "Cl", "C", "H", "Cl", "H", "H", "C", "H", "C", "O", "C", "C", "C", "H", "C", "H", "H", "H", "H", "H", "C", "H", "H", "C", "C", "O"],
  "positions_angstrom": [[-1.99, 2.06, 0.59], [-1.50, 0.43, -2.94], [-1.08, 1.03, 2.58], [1.06, 1.44, 4.13], [0.68, -1.01, 3.54], [-3.82, -0.90, -0.51], [4.49, -1.43, -1.27], [2.55, 2.80, 2.63], [1.38, 1.04, 3.16], [-0.17, -0.92, 0.80], [1.40, 2.24, 0.63], [-3.87, 0.70, -4.37], [-0.58, 0.30, -2.38], [4.58, -3.43, -0.49], [6.17, -3.73, -1.11], [-2.17, 1.40, 1.80], [-0.69, 2.34, 0.19], [1.82, -5.41, 1.60], [0.24, 1.32, 2.19], [3.91, -4.42, 0.22], [3.98, -2.21, -0.72], [-2.67, 1.17, -4.89], [2.64, -4.18, 0.72], [-3.77, 1.59, -0.49], [-0.52, 2.85, -0.75], [1.90, -0.48, -0.46], [2.71, -2.00, -0.21], [-4.78, 0.81, -4.94], [-2.65, 1.93, -6.45], [4.37, -5.38, 0.40], [-4.79, -0.26, -2.68], [-2.69, -0.03, -2.40], [-2.85, 2.94, -1.17], [2.69, 1.72, 2.78], [0.81, -2.69, 1.04], [-3.17, 2.46, -0.25], [0.41, 1.98, 0.97], [-2.75, -0.64, -1.02], [3.42, 1.58, 3.57], [-1.48, 1.03, -4.19], [3.09, 1.29, 1.86], [-3.81, 3.16, 0.30], [-3.17, 1.17, 2.14], [2.08, -0.89, 2.45], [-0.56, 1.39, -4.62], [1.61, -0.46, 3.35], [2.28, -0.64, 4.19], [-1.26, 0.56, 3.55], [-3.87, 0.11, -3.12], [1.98, -2.94, 0.55], [-1.60, -0.82, -0.45]],
  "mulliken_charge": [0.816, 0.109, 0.185, 0.430, 0.399, -0.672, 0.443, 0.407, 0.973, 1.413, 0.421, -0.702, 0.402, 0.421, -0.224, -0.633, -0.748, -0.200, -1.008, -0.757, -0.833, 0.501, 0.210, 0.263, 0.334, -0.182, 0.705, 0.424, -0.221, 0.441, 0.468, 0.166, 0.313, -1.687, -0.622, -1.679, 0.226, -0.157, 0.429, -0.933, 0.284, 0.504, 0.382, 0.237, 0.420, -1.532, 0.490, 0.414, -0.278, 0.097, -0.658],
  "molar_mass_g_mol": 542.07,
  "s2": 6.0089,
  "total_energy_ev": -114797.007,
  "spin_multiplicity": 5,
  "total_charge": 0
}

=====

# 2
{
  "formula": "C23H20F3N3O3S",
  "method": "wB97M-V/def2-TZVPD",
  "symbols": ["C", "H", "H", "H", "H", "H", "H", "N", "F", "F", "C", "C", "O", "H", "H", "C", "C", "C", "O", "C", "C", "H", "C", "C", "H", "F", "H", "H", "C", "C", "H", "H", "C", "C", "C", "H", "C", "H", "S", "C", "O", "C", "C", "C", "C", "H", "H", "N", "N", "H", "H", "C", "C"],
  "positions_angstrom": [[1.59, -1.03, 0.41], [-2.04, 0.86, -0.64], [-0.84, 2.73, 0.40], [-0.48, 0.05, 4.57], [6.23, -1.06, 0.71], [4.41, -3.39, 0.00], [3.29, 2.71, 0.23], [4.09, -1.40, 0.62], [-4.31, 0.71, -1.59], [-5.15, 1.40, 0.32], [-0.59, 2.79, 2.56], [0.76, -0.58, -0.66], [-3.66, -0.47, 1.96], [-0.45, 3.88, 2.60], [-2.61, -0.62, -5.81], [-0.64, 2.71, 5.01], [-1.52, 0.15, 0.02], [2.69, 1.83, -0.04], [1.23, -1.76, 1.37], [4.08, -2.83, 0.89], [5.25, -0.64, 0.55], [-0.85, -1.07, 2.40], [-1.04, 0.78, 1.29], [-0.71, -0.84, -0.70], [5.48, 1.52, 0.18], [-5.86, -0.48, -0.58], [-0.85, -1.83, -0.24], [2.40, 1.91, -1.10], [-1.20, -0.85, -2.18], [-2.71, -1.66, -3.91], [-3.51, -2.34, -4.20], [1.78, 1.81, 0.58], [-0.72, 0.12, -3.06], [-2.17, -1.76, -2.62], [-1.21, 0.19, -4.38], [1.28, -0.31, -1.58], [4.88, 0.63, 0.29], [-2.50, -2.56, -1.95], [-3.40, -0.68, 0.55], [-0.80, 2.16, 1.33], [-3.43, -2.02, 0.02], [3.02, -0.61, 0.37], [-0.58, 2.04, 3.74], [-0.84, 0.02, 2.45], [-2.21, -0.70, -4.79], [3.07, -3.13, 1.17], [0.03, 0.84, -2.72], [3.49, 0.64, 0.20], [-0.75, 3.25, 6.05], [-0.80, 0.94, -5.06], [4.77, -3.03, 1.71], [-0.61, 0.65, 3.67], [-4.79, 0.31, -0.39]],
  "mulliken_charge": [0.662, 1.109, 0.455, 0.470, 0.443, 0.302, 0.357, 0.204, -0.231, -0.225, -0.569, -2.310, -0.618, 0.451, 0.373, -0.241, -2.007, -0.640, -0.893, -0.902, -0.489, 0.460, 0.561, 1.559, 0.453, -0.211, 0.818, 0.271, -0.145, -0.833, 0.410, 0.202, -0.306, -0.094, -0.853, 0.812, -0.470, 0.401, 1.133, -0.460, -0.635, 0.013, 0.570, 0.346, -0.476, 0.301, 0.394, 0.138, -0.530, 0.365, 0.369, -0.920, 0.658],
  "molar_mass_g_mol": 475.49,
  "de_lowest_kcal_mol": 103.3,
  "spin_multiplicity": 1,
  "total_charge": 0
}

=====

# 3
{
  "formula": "C23H20F4NO8S4",
  "method": "wB97M-V/def2-TZVPD",
  "symbols": ["H", "C", "H", "C", "S", "F", "H", "C", "C", "C", "O", "S", "C", "H", "C", "H", "O", "C", "S", "N", "H", "H", "H", "O", "H", "H", "H", "O", "C", "H", "C", "O", "O", "H", "H", "C", "C", "H", "H", "F", "H", "C", "O", "H", "O", "F", "C", "H", "H", "C", "C", "F", "C", "C", "C", "C", "C", "S", "C", "C"],
  "positions_angstrom": [[-1.67, -6.74, 0.36], [3.44, -1.24, 1.45], [-1.59, 2.66, 1.79], [2.10, -0.98, 1.75], [-2.65, -1.88, 0.00], [-0.48, -0.81, -2.67], [4.17, -0.42, 1.39], [-1.53, 3.88, 0.02], [-3.55, 2.95, 0.88], [4.41, 5.05, -0.66], [0.50, 3.99, -1.51], [-0.52, -1.61, 2.06], [3.85, -2.56, 1.19], [4.88, -2.73, 0.88], [1.21, -2.04, 1.80], [4.14, 5.28, -1.71], [0.62, 5.15, 0.79], [-2.20, 4.48, -1.04], [0.24, 4.01, -0.06], [-1.05, -1.32, 0.42], [-4.08, 4.78, -1.98], [4.81, 3.15, 0.37], [5.44, 5.35, -0.44], [2.83, 3.42, -0.41], [-3.53, -5.42, -3.30], [-1.63, 5.03, -1.79], [4.66, 3.04, -1.41], [-3.41, -1.87, 1.23], [-3.57, 4.31, -1.14], [-5.34, 3.40, -0.28], [-2.17, -4.64, 0.26], [-3.06, -1.14, -1.16], [-0.65, -0.33, 2.72], [-1.87, -4.41, 1.28], [-3.67, -3.11, -2.36], [2.38, 2.29, 0.20], [4.30, 3.56, -0.51], [0.90, -4.19, 1.73], [1.71, 0.03, 1.88], [1.01, -1.94, -1.52], [-2.48, -7.23, -1.95], [-3.13, -5.20, -2.30], [3.12, 1.38, 0.55], [3.31, -4.66, 1.16], [-1.15, -2.80, 2.56], [0.74, 2.22, 1.90], [2.96, -3.63, 1.32], [-4.06, 2.35, 1.64], [3.72, 5.56, 0.03], [-2.62, -3.61, -0.55], [-2.09, -5.94, -0.25], [1.51, 0.09, -2.27], [0.87, 2.31, 0.52], [-4.26, 3.54, -0.18], [-2.56, -6.22, -1.54], [-3.19, -3.90, -1.80], [-2.17, 3.13, 0.99], [-0.05, 0.24, -0.25], [0.50, -0.69, -1.75], [1.62, -3.37, 1.64]],
  "mulliken_charge": [0.372, -0.575, 0.406, -0.377, 1.237, -0.195, 0.397, 0.364, -0.504, -1.060, -0.701, 0.974, -0.560, 0.353, 0.407, 0.259, -0.739, -0.539, 1.450, -0.228, 0.354, 0.351, 0.393, -0.176, 0.353, 0.394, 0.259, -0.607, -0.540, 0.349, -0.368, -0.663, -0.589, 0.535, 0.462, 0.254, -0.342, 0.368, 0.667, -0.209, 0.352, -0.502, -0.569, 0.379, -0.669, -0.303, -0.504, 0.384, 0.263, 0.104, -0.656, -0.208, -0.006, -0.455, -0.340, -0.450, -0.371, 0.697, 0.376, -0.504],
  "molar_mass_g_mol": 642.67,
  "de_lowest_kcal_mol": 14.8,
  "spin_multiplicity": 1,
  "total_charge": -1
}

=====

# 4
{
  "formula": "C23H20N2O3",
  "method": "wB97M-V/def2-TZVPD",
  "symbols": ["C", "H", "C", "C", "C", "C", "C", "O", "H", "H", "H", "C", "C", "H", "C", "C", "C", "C", "C", "C", "H", "C", "H", "O", "H", "C", "C", "H", "N", "H", "H", "H", "H", "C", "H", "C", "N", "H", "H", "C", "H", "C", "H", "H", "H", "C", "O", "C"],
  "positions_angstrom": [[-4.01, -1.45, 7.36], [-0.83, -1.35, 0.94], [-5.17, -1.79, 6.67], [-2.65, -4.22, 0.70], [-2.07, -3.76, 2.99], [-0.70, -1.79, 3.65], [-1.96, -3.08, 0.28], [1.48, 3.25, 1.01], [-6.06, -2.31, 4.74], [-3.14, -4.72, -1.33], [-6.11, -1.86, 7.20], [-3.94, -1.91, 4.53], [-2.76, -1.60, 5.22], [3.97, -0.10, -1.08], [-5.14, -2.03, 5.27], [2.19, -1.44, 1.53], [-2.84, -1.36, 6.61], [3.27, -0.18, -0.25], [-3.37, -5.07, -0.32], [-1.39, -2.58, 2.61], [-3.91, -2.07, 3.45], [-1.33, -1.48, 4.85], [-3.20, -5.49, 2.38], [0.32, -0.28, 2.62], [3.69, -2.26, 0.18], [-2.69, -4.58, 2.06], [3.10, -1.39, 0.44], [1.14, -1.34, 7.07], [-1.57, -1.00, 7.06], [0.95, 0.35, 6.49], [-3.96, -1.22, 8.42], [-3.07, -6.12, -0.22], [-1.33, -0.80, 8.03], [-0.68, -1.02, 6.03], [1.32, -0.96, 5.33], [1.74, 0.94, 1.17], [1.34, 2.22, 1.73], [-2.11, -4.02, 4.05], [2.86, 1.98, -0.25], [2.64, 0.99, 0.13], [-4.45, -5.02, -0.17], [0.76, -0.72, 6.24], [2.12, -2.36, 2.12], [0.42, -1.76, 3.64], [-1.87, -2.82, -0.77], [-1.34, -2.26, 1.22], [0.92, 2.28, 2.90], [1.36, -0.31, 1.86]],
  "mulliken_charge": [-0.897, 0.532, -0.468, 1.226, -0.529, 0.249, -1.060, -0.649, 0.376, 0.341, 0.386, -0.170, 0.773, 0.331, -0.820, -0.372, -0.249, -0.447, -1.441, 0.069, 0.536, 1.191, 0.406, -0.728, 0.373, -0.825, -0.649, 0.380, 0.082, 0.329, 0.403, 0.345, 0.263, -0.390, 0.225, 0.153, 0.956, 0.421, 0.446, -0.435, 0.300, -1.235, 0.322, 0.012, 0.311, -0.322, -0.545, 0.497],
  "molar_mass_g_mol": 372.42,
  "de_lowest_kcal_mol": 133.5,
  "spin_multiplicity": 1,
  "total_charge": 0
}